Here is a molecular structure, C13H15PSe2W in a non-equilibrium geometry from OMol25. Energies are from wB97M-V/def2-TZVPD.

Each line ends with the Mulliken spin population.
Atoms and positions in Å:
W  -0.45  -0.34  -3.07  0.78
C  -0.01  0.20  -5.04  0.02
H  0.98  0.66  -5.14  0.02
H  -0.13  -0.67  -5.70  0.01
H  -0.79  0.94  -5.27  0.02
H  -1.76  -0.20  -1.82  -0.05
H  -2.17  -0.18  -2.55  0.16
Se  1.56  0.85  -2.38  0.56
P  0.15  0.09  -0.77  -0.01
Se  -0.28  -2.56  -3.23  0.01
C  0.11  1.46  0.42  0.10
C  1.31  1.81  1.07  0.04
C  1.29  2.75  2.10  -0.01
C  0.07  3.33  2.49  0.09
C  -1.11  2.99  1.83  0.01
C  -1.10  2.07  0.78  0.01
C  0.20  -1.29  0.44  0.09
C  -0.93  -1.43  1.26  0.06
C  -0.93  -2.40  2.26  -0.01
C  0.18  -3.25  2.41  0.08
C  1.27  -3.14  1.54  0.01
C  1.27  -2.17  0.53  0.01
H  2.25  1.34  0.76  0.00
H  2.22  3.01  2.61  0.00
H  0.05  4.06  3.30  0.00
H  -2.07  3.43  2.14  0.00
H  -2.03  1.79  0.25  0.00
H  -1.80  -0.77  1.13  0.00
H  -1.78  -2.48  2.94  0.00
H  0.19  -3.99  3.21  0.00
H  2.13  -3.80  1.66  0.00
H  2.11  -2.09  -0.17  0.00

## Properties
* charge: +2
* 2S+1: 3
* relative energy (zero: lowest compared OMol25 entry of this formula, charge and spin): 0.0 kcal/mol
* Kohn-Sham gap (spin up / spin down): 0.26410 / 0.15188 Ha


Here is a molecular structure, C28H26BrN3S7SbTc from OMol25. Energies are from wB97M-V/def2-TZVPD.

Each line ends with the Mulliken charge.
Atoms and positions in Å:
Tc  -0.06  -0.19  0.06  -0.26
Br  -6.91  2.12  1.81  -0.08
C  -5.13  1.54  1.91  -0.18
C  -4.25  2.14  2.80  -0.93
C  -2.92  1.76  2.81  -0.37
C  -2.48  0.78  1.94  -0.47
C  -3.36  0.15  1.08  0.32
C  -4.70  0.53  1.06  -0.50
N  -1.07  0.42  1.85  0.98
C  -0.35  0.43  2.90  -0.29
C  1.03  -0.04  2.80  -0.08
C  1.82  -0.21  3.91  -0.89
C  3.04  -0.87  3.78  -0.28
C  3.40  -1.33  2.53  -1.24
C  2.58  -1.09  1.44  -0.37
N  1.42  -0.44  1.57  0.78
H  -4.61  2.91  3.47  0.45
H  -2.23  2.27  3.48  0.50
H  -3.01  -0.63  0.41  0.14
H  -5.40  0.05  0.39  0.55
H  -0.77  0.67  3.87  0.66
H  1.48  0.16  4.87  0.52
H  3.68  -1.03  4.63  0.49
H  4.32  -1.88  2.38  0.53
H  2.84  -1.43  0.45  0.66
C  -1.56  -3.55  -2.92  -1.71
C  -1.10  -2.77  -1.71  0.64
S  -0.67  -1.17  -1.91  -0.26
C  -1.02  -3.31  -0.44  0.75
C  -1.38  -4.74  -0.09  -1.37
S  -0.48  -2.31  0.79  -0.24
H  -1.57  -2.91  -3.81  0.49
H  -2.56  -3.94  -2.77  0.39
H  -0.89  -4.39  -3.12  0.40
H  -1.82  -5.25  -0.94  0.41
H  -2.09  -4.76  0.74  0.34
H  -0.49  -5.29  0.22  0.33
S  5.42  0.96  1.34  -0.39
Sb  5.25  1.57  -0.75  0.71
S  1.65  2.26  -0.50  0.34
S  1.78  0.44  -1.41  -0.28
S  3.45  3.29  -0.64  -0.27
N  -0.93  1.43  -0.86  0.50
S  -1.98  2.60  -0.39  0.32
C  -1.35  4.08  -1.09  0.47
C  -1.07  5.11  -0.21  -0.04
C  -0.60  6.31  -0.72  -0.79
C  -0.44  6.46  -2.09  -0.47
C  -0.73  5.41  -2.96  -0.84
C  -1.20  4.21  -2.47  -0.48
C  -3.50  2.38  -1.30  0.66
C  -3.69  1.31  -2.15  0.16
C  -4.92  1.18  -2.79  -0.74
C  -5.92  2.11  -2.56  -0.61
C  -5.71  3.18  -1.69  -0.75
C  -4.49  3.32  -1.05  -0.72
H  -0.77  1.47  -1.86  0.27
H  -1.20  4.97  0.86  0.47
H  -0.38  7.13  -0.05  0.44
H  -0.09  7.40  -2.49  0.44
H  -0.59  5.54  -4.03  0.44
H  -1.44  3.40  -3.15  0.36
H  -2.91  0.57  -2.31  0.05
H  -5.08  0.35  -3.47  0.47
H  -6.88  2.00  -3.06  0.44
H  -6.50  3.90  -1.51  0.50
H  -4.32  4.15  -0.37  0.49

## Properties
* charge: +2
* 2S+1: 1
* relative energy (zero: lowest compared OMol25 entry of this formula, charge and spin): 27.6 kcal/mol
* Kohn-Sham gap (spin up / spin down): 0.20317 / 0.20290 Ha